This record from the Open Molecules 2025 dataset describes a molecular structure, C40H54As2BrCuFN3O4 at a distorted geometry. The level of theory is ωB97M-V with the def2-TZVPD basis set.

```
! wB97M-V def2-TZVPD RIJCOSX def2/J DEFGRID3
* xyz 1 2
Cu 0.63 -1.71 1.48
C -3.11 2.14 4.67
As -2.60 0.29 4.98
C -2.58 -0.25 3.07
C -0.62 0.43 5.13
C 0.13 1.60 4.89
C 1.49 1.67 5.04
C 2.17 0.54 5.44
C 1.47 -0.64 5.63
C 0.09 -0.73 5.50
As -0.97 -2.33 5.78
C -1.29 -2.26 7.66
C 0.46 -3.71 5.75
H -2.53 2.58 3.81
H -2.99 2.78 5.54
H -4.17 2.10 4.42
H -1.90 0.42 2.53
H -3.59 -0.20 2.67
H -2.20 -1.26 2.97
H -0.38 2.50 4.54
H 2.01 2.63 4.95
H 3.24 0.58 5.64
H 2.02 -1.55 5.86
H -0.34 -2.28 8.19
H -1.90 -3.12 7.94
H -1.85 -1.33 7.86
H 1.34 -3.29 6.15
H 0.58 -4.07 4.68
H 0.11 -4.53 6.36
C 7.08 1.11 0.89
C 6.02 2.12 0.47
C 6.03 2.31 -1.05
C 6.36 3.45 1.13
C 4.62 1.65 0.91
C 4.47 0.44 1.54
C 3.17 0.03 1.73
Br 2.86 -1.74 2.52
C 1.99 0.72 1.41
O 0.81 0.20 1.58
C 2.20 1.98 0.78
C 3.49 2.38 0.57
C 1.00 2.75 0.24
C -0.08 2.99 1.29
C 0.34 1.95 -0.91
C 1.43 4.09 -0.35
H 8.07 1.44 0.56
H 6.92 0.16 0.41
H 7.15 0.95 1.96
H 7.00 2.73 -1.37
H 5.25 3.00 -1.40
H 5.86 1.38 -1.62
H 7.24 3.94 0.64
H 6.65 3.27 2.18
H 5.55 4.15 1.13
H 5.30 -0.13 1.87
H 3.60 3.34 0.08
H -0.75 2.13 1.39
H -0.64 3.89 1.00
H 0.33 3.13 2.29
H 0.04 0.98 -0.54
H 1.08 1.75 -1.71
H -0.50 2.51 -1.33
H 1.93 4.68 0.41
H 0.59 4.68 -0.70
H 2.11 3.92 -1.19
C -2.34 -5.24 -4.31
C -1.12 -4.28 -4.31
N -1.12 -3.47 -3.09
C -0.54 -4.01 -2.01
C -0.49 -3.46 -0.77
C 0.23 -4.24 0.34
O 0.57 -5.35 0.05
O 0.46 -3.60 1.43
C -1.00 -2.14 -0.63
O -1.01 -1.43 0.42
C -1.69 -1.57 -1.80
C -2.28 -0.32 -1.71
C -3.01 0.19 -2.74
F -3.57 1.40 -2.58
C -3.07 -0.49 -3.98
C -2.49 -1.74 -4.06
C -1.75 -2.26 -3.02
N -3.69 0.05 -5.12
C -4.98 0.71 -5.00
C -5.63 0.70 -6.41
N -4.76 -0.13 -7.32
C -3.42 0.53 -7.49
C -2.82 0.72 -6.06
H -2.31 -5.93 -5.14
H -3.27 -4.70 -4.37
H -2.36 -5.81 -3.37
H -1.19 -3.62 -5.18
H -0.18 -4.82 -4.38
H -0.03 -4.97 -2.17
H -2.22 0.24 -0.77
H -2.65 -2.25 -4.99
H -4.89 1.73 -4.61
H -5.63 0.13 -4.32
H -5.67 1.68 -6.88
H -6.62 0.27 -6.43
H -5.19 -0.29 -8.25
H -4.63 -1.05 -6.91
H -3.57 1.45 -8.06
H -2.78 -0.13 -8.10
H -2.78 1.80 -5.88
H -1.79 0.37 -6.00
*
```

Calculated values
E_HOMO (spin up / spin down), eV: -8.766 / -8.765
Gap between HOMO and LUMO (spin up / spin down), Ha: 0.194 / 0.194
Energy relative to the best compared isomer or geometry (same formula, charge and spin), eV: 0.0000
Lowest unoccupied orbital energy (spin up / spin down), eV: -3.49 / -3.49